Molecular formula: C10H6N2O5Sm
Method: DFT, wB97M-V/def2-TZVPD

Structure (XYZ):
```
24
C10H6N2O5Sm | the Open Molecules 2025 dataset | wB97M-V/def2-TZVPD
O 0.984 2.352 -3.548
C 1.484 1.697 -2.718
Sm 2.419 0.927 -0.879
O 5.812 2.828 -1.311
C 4.845 2.175 -1.293
C 2.169 -1.191 -2.489
O 2.065 -2.109 -3.186
C 3.200 -0.777 0.281
O 3.652 -1.493 1.088
N -3.435 -2.026 2.061
C -2.243 -2.034 1.429
O -1.624 -3.070 1.252
C -1.668 -0.717 0.930
C -2.303 0.533 1.070
C -1.679 1.682 0.589
C -0.430 1.593 -0.025
N 0.186 0.391 -0.171
C -0.410 -0.751 0.292
H -3.805 -2.904 2.390
H -4.021 -1.177 2.252
H -3.260 0.613 1.546
H -2.161 2.649 0.695
H 0.067 2.495 -0.406
H 0.154 -1.686 0.148
```

Results
Highest occupied orbital energy (alpha / beta)   -0.67413 / -0.67420 Ha
Energy above the lowest of the compared OMol25 structures with the same formula, charge and spin   158.4 kJ/mol
2S+1   6
Kohn-Sham gap (alpha / beta)   3.27 / 4.01 eV
<S²>   8.7591
Net charge   +3

Molecular formula: C2H2NO2S
Method: DFT, wB97M-V/def2-TZVPD

Structure (XYZ):
```
8
C2H2NO2S | the Open Molecules 2025 dataset | wB97M-V/def2-TZVPD
O 1.717 -0.194 1.367
S 1.536 -0.805 0.025
O 2.033 -2.180 -0.180
C 0.092 -0.524 -1.106
C -0.249 -1.883 -1.635
N -0.981 -1.504 -0.701
H 2.644 -0.059 -0.634
H -0.243 -2.804 -2.202
```

Results
Highest occupied orbital energy   -0.11704 Ha
Energy above the lowest of the compared OMol25 structures with the same formula, charge and spin   535.0 kJ/mol
SMILES string   O=[S@@H]([O-])=c1cn1
2S+1   1
Kohn-Sham gap   7.27 eV
Net charge   -1

Molecular formula: C23H42BBr2ClFN2O7S
Method: DFT, wB97M-V/def2-TZVPD

Structure (XYZ):
```
80
C23H42BBr2ClFN2O7S | the Open Molecules 2025 dataset | wB97M-V/def2-TZVPD
C -4.073 -1.566 -3.349
C -3.841 -0.987 -1.960
C -2.637 -1.596 -1.237
O -1.641 -0.588 -1.093
C -0.655 -0.767 -0.158
N -0.773 0.339 0.884
B -2.131 0.289 1.726
O -3.333 0.307 1.123
C -1.994 0.137 3.267
C -2.921 1.122 4.015
C -0.298 1.666 0.418
Cl -0.494 2.765 1.801
S -1.360 2.468 -0.877
O -0.987 3.829 -0.901
O -2.707 2.127 -0.614
F -0.910 1.735 -2.143
C 1.228 1.554 0.137
Br 1.889 2.738 -1.267
C 1.768 0.096 0.016
C 3.205 0.053 -0.501
C 4.166 0.822 0.395
O 4.345 0.107 1.628
C 4.135 0.856 2.749
C 3.153 0.271 3.720
O 4.706 1.870 2.941
C 0.796 -0.941 -0.669
C 1.042 -0.783 -2.199
C 0.068 -1.360 -3.240
O -0.642 -0.363 -3.953
C 0.094 0.174 -5.054
C -0.083 1.673 -5.173
C 1.261 -2.372 -0.284
Br 1.289 -2.604 1.667
C 0.457 -3.520 -0.896
C 0.915 -4.900 -0.366
H -5.056 -1.245 -3.698
H -3.360 -1.176 -4.073
H -4.094 -2.654 -3.349
H -3.676 0.087 -2.014
H -4.741 -1.113 -1.357
H -2.270 -2.464 -1.785
H -2.962 -1.966 -0.258
H -0.893 -1.658 0.433
H -0.117 0.055 1.625
H -3.820 -0.516 1.250
H -2.319 -0.883 3.507
H -0.961 0.213 3.613
H -2.474 1.326 4.985
H -3.888 0.669 4.210
H -3.038 2.061 3.483
H 1.695 1.964 1.025
H 1.868 -0.218 1.057
H 3.548 -0.982 -0.443
H 3.325 0.363 -1.533
H 3.824 1.832 0.612
H 5.123 0.939 -0.110
H 2.393 0.995 4.001
H 2.698 -0.623 3.302
H 3.714 -0.051 4.596
H 1.998 -1.272 -2.386
H 1.213 0.259 -2.466
H 0.628 -1.942 -3.979
H -0.674 -2.038 -2.838
H 1.165 -0.021 -4.944
H -0.247 -0.329 -5.962
H 0.596 2.010 -5.957
H -1.096 1.957 -5.440
H 0.254 2.159 -4.260
H 2.283 -2.499 -0.627
H 0.599 -3.567 -1.970
H -0.585 -3.420 -0.596
H 0.319 -5.243 0.473
H 1.982 -4.926 -0.156
H 0.752 -5.625 -1.164
C 0.602 4.594 5.597
C 0.403 3.210 5.199
N 0.252 2.113 4.897
H 0.557 4.689 6.680
H 1.574 4.952 5.262
H -0.167 5.233 5.165
```

Results
Highest occupied orbital energy   -0.45041 Ha
2S+1   1
Kohn-Sham gap   9.68 eV
Net charge   +1

Molecular formula: C15H23ClN4O4S
Method: DFT, wB97M-V/def2-TZVPD

Structure (XYZ):
```
48
C15H23ClN4O4S | the Open Molecules 2025 dataset | wB97M-V/def2-TZVPD
C -1.120 1.865 2.279
O -1.250 0.789 1.363
C -1.801 1.105 0.092
C -0.740 1.714 -0.836
O -1.067 2.254 -1.888
N 0.530 1.539 -0.441
C 1.669 1.926 -1.259
C 2.115 0.804 -2.204
C 1.062 0.437 -3.248
O 0.599 1.548 -3.970
N 2.431 -0.404 -1.460
C 3.404 -0.434 -0.509
O 4.248 0.435 -0.402
C 3.386 -1.656 0.407
C 2.017 -2.074 0.840
C 1.135 -2.986 0.227
C 0.024 -2.957 1.037
Cl -1.446 -3.822 0.923
N 0.253 -2.088 2.036
C -0.612 -1.753 3.149
N 1.472 -1.534 1.924
C -2.277 -0.224 -0.494
C -3.487 -0.652 0.328
S -4.375 0.882 0.773
C -3.054 1.970 0.156
H -0.461 1.517 3.073
H -0.668 2.744 1.810
H -2.087 2.134 2.709
H 0.677 1.020 0.412
H 1.404 2.810 -1.837
H 2.495 2.175 -0.597
H 3.014 1.154 -2.715
H 1.505 -0.265 -3.958
H 0.230 -0.084 -2.752
H -0.054 1.992 -3.405
H 1.679 -1.069 -1.352
H 3.884 -2.476 -0.115
H 3.988 -1.397 1.275
H 1.290 -3.601 -0.642
H 0.007 -1.252 3.888
H -1.410 -1.088 2.824
H -1.030 -2.661 3.577
H -2.553 -0.057 -1.537
H -1.478 -0.968 -0.456
H -4.145 -1.308 -0.237
H -3.184 -1.163 1.240
H -2.944 2.827 0.817
H -3.273 2.333 -0.844
```

Results
Highest occupied orbital energy   -0.32387 Ha
Energy above the lowest of the compared OMol25 structures with the same formula, charge and spin   0.5 kJ/mol
SMILES string   CO[C@@]1(C(=O)NC[C@H](CO)NC(=O)Cc2cc(Cl)n(C)n2)CCSC1
2S+1   1
Kohn-Sham gap   9.23 eV
Net charge   0

Molecular formula: C51H31Cl4InN6OSe
Method: DFT, wB97M-V/def2-TZVPD

Structure (XYZ):
```
95
C51H31Cl4InN6OSe | the Open Molecules 2025 dataset | wB97M-V/def2-TZVPD
In 13.933 13.880 10.081
Cl 19.828 7.160 13.607
C 18.652 8.339 13.041
C 18.670 8.910 11.767
C 17.792 9.900 11.391
C 16.944 10.452 12.307
C 16.882 9.896 13.561
C 17.713 8.853 13.958
C 15.925 11.482 11.915
C 16.318 12.815 12.101
C 17.552 13.370 12.570
C 17.407 14.710 12.550
C 16.048 14.981 12.000
C 15.618 16.293 11.750
C 16.495 17.496 12.017
C 17.177 17.997 10.924
C 18.054 19.049 11.175
C 18.219 19.540 12.449
Cl 19.468 20.694 12.656
C 17.572 19.033 13.531
C 16.613 18.041 13.306
C 14.405 16.647 11.188
N 13.409 15.870 10.664
C 12.286 16.601 10.348
C 11.121 16.090 9.689
C 10.080 17.091 9.246
C 9.860 17.190 7.916
C 8.816 17.911 7.376
C 7.941 18.522 8.238
Cl 6.532 19.238 7.570
C 8.161 18.528 9.611
C 9.261 17.840 10.153
C 10.798 14.690 9.703
C 9.536 14.187 9.398
C 9.574 12.821 9.543
C 10.946 12.530 9.895
N 11.696 13.695 10.059
C 11.361 11.260 10.225
C 12.629 10.835 10.683
C 13.073 9.457 10.931
C 14.366 9.556 11.381
C 14.704 10.999 11.437
N 13.696 11.725 10.910
C 10.387 10.175 10.121
C 9.961 9.669 8.882
C 9.069 8.632 8.739
C 8.492 8.130 9.873
Cl 7.287 6.855 9.680
C 8.839 8.554 11.152
C 9.705 9.595 11.239
C 12.631 18.070 10.584
C 13.913 18.008 11.115
N 15.436 13.863 11.745
H 19.504 8.640 11.083
H 17.833 10.312 10.390
H 16.262 10.389 14.252
H 17.694 8.581 15.028
H 18.364 12.793 13.044
H 18.247 15.381 12.782
H 16.971 17.693 9.886
H 18.594 19.499 10.366
H 17.849 19.344 14.550
H 15.994 17.563 14.102
H 10.525 16.570 7.308
H 8.698 17.965 6.319
H 7.522 19.086 10.201
H 9.504 17.821 11.199
H 8.697 14.814 9.253
H 8.736 12.098 9.467
H 12.489 8.607 10.784
H 15.098 8.811 11.754
H 10.415 10.009 7.984
H 8.822 8.240 7.774
H 8.376 8.066 12.018
H 10.027 9.825 12.250
H 11.986 18.957 10.483
H 14.470 18.896 11.520
O 12.855 15.064 7.700
C 12.164 14.180 6.906
C 12.685 12.771 6.961
C 12.232 11.866 6.012
C 12.699 10.564 6.033
C 13.527 10.174 7.109
C 13.978 11.153 7.921
N 13.600 12.465 7.855
H 13.696 15.326 7.288
H 12.191 14.444 5.863
H 11.126 14.105 7.284
H 11.517 12.237 5.315
H 12.400 9.831 5.288
H 13.890 9.210 7.279
H 14.713 10.969 8.765
Se 16.129 14.666 8.631
C 16.650 12.937 8.492
N 16.781 11.771 8.426
```

Results
Highest occupied orbital energy (alpha / beta)   -0.26451 / -0.26448 Ha
2S+1   1
Kohn-Sham gap (alpha / beta)   5.69 / 5.68 eV
Net charge   0

Molecular formula: C25H80N22O13
Method: DFT, wB97M-V/def2-TZVPD

Structure (XYZ):
```
140
C25H80N22O13 | the Open Molecules 2025 dataset | wB97M-V/def2-TZVPD
C 16.813 10.208 12.392
O 17.209 9.489 13.318
N 17.188 10.035 11.071
N 15.967 11.306 12.603
H 17.522 9.128 10.806
H 16.656 10.527 10.330
H 16.058 11.949 11.833
H 15.973 11.678 13.536
C 16.401 16.235 16.007
O 15.478 16.940 15.621
N 16.149 15.215 16.924
N 17.648 16.340 15.572
H 15.132 15.265 17.255
H 16.887 14.757 17.517
H 18.304 15.561 15.652
H 17.985 17.010 14.848
C 10.355 18.710 14.074
O 10.922 19.723 14.388
N 10.837 17.489 14.405
N 9.150 18.655 13.390
H 11.651 17.458 15.038
H 10.519 16.633 13.983
H 8.869 17.846 12.906
H 8.860 19.565 13.147
C 8.557 15.222 11.827
O 8.552 16.376 11.444
N 7.528 14.355 11.527
N 9.533 14.645 12.657
H 6.652 14.777 11.356
H 7.422 13.561 12.129
H 9.475 13.788 13.180
H 10.446 15.098 12.740
C 10.066 12.301 15.321
O 9.135 12.460 14.565
N 10.619 13.305 16.143
N 10.786 11.164 15.416
H 11.556 13.235 16.420
H 10.384 14.206 15.734
H 11.745 11.254 15.753
H 10.648 10.652 14.580
C 14.145 9.182 15.759
O 13.759 10.390 15.769
N 13.498 8.353 16.615
N 15.102 8.662 14.975
H 13.616 7.372 16.803
H 12.819 8.877 17.078
H 15.745 9.192 14.425
H 15.407 7.726 15.162
C 12.401 16.034 17.381
O 13.139 15.048 17.291
N 11.151 15.903 17.822
N 12.829 17.272 16.900
H 10.802 14.945 17.791
H 10.475 16.691 17.799
H 12.348 18.090 17.089
H 13.832 17.297 16.858
C 11.837 11.006 11.031
O 11.676 10.119 10.254
N 10.806 11.816 11.414
N 13.006 11.329 11.663
H 10.058 11.931 10.783
H 10.908 12.621 12.022
H 13.875 11.109 11.273
H 12.990 12.006 12.404
C 13.021 14.229 13.964
O 12.070 13.689 13.317
N 13.644 13.537 14.918
N 13.509 15.457 13.649
H 14.420 13.888 15.479
H 13.491 12.572 14.854
H 14.223 16.005 14.143
H 13.060 15.946 12.912
C 11.419 18.739 10.333
C 12.328 17.581 9.833
C 11.456 16.375 9.366
O 12.248 15.259 8.899
C 11.415 14.120 8.763
N 13.190 18.086 8.791
H 12.068 19.586 10.626
H 10.774 18.381 11.087
H 10.647 19.006 9.572
H 13.000 17.155 10.593
H 10.753 16.634 8.576
H 10.913 16.061 10.218
H 11.973 13.249 8.390
H 10.561 14.249 8.089
H 11.047 13.869 9.835
H 13.591 17.191 8.514
H 12.675 18.333 7.932
C 16.446 19.441 11.616
C 15.467 19.438 12.856
C 14.594 20.785 12.974
O 15.366 21.931 12.772
C 14.596 23.150 12.880
N 14.592 18.294 12.753
H 17.331 20.155 11.736
H 15.886 19.636 10.700
H 16.873 18.445 11.675
H 16.111 19.342 13.755
H 14.105 20.850 13.979
H 13.790 20.746 12.236
H 14.015 23.252 11.948
H 15.307 23.987 13.002
H 13.937 23.138 13.708
H 13.911 18.414 11.992
H 14.065 18.212 13.609
C 18.122 12.710 15.569
C 18.092 11.753 16.741
C 17.452 12.299 17.995
O 18.084 13.565 18.321
C 18.409 13.799 19.735
N 17.198 10.618 16.334
H 18.765 13.553 15.886
H 17.109 12.944 15.262
H 18.652 12.267 14.743
H 19.111 11.398 17.015
H 17.529 11.483 18.728
H 16.395 12.561 17.831
H 18.332 14.872 19.859
H 19.525 13.518 19.922
H 17.698 13.267 20.449
H 16.959 10.033 17.031
H 17.497 10.057 15.525
C 14.974 12.940 7.079
C 15.797 12.679 8.326
C 15.512 13.801 9.257
O 16.294 13.667 10.445
C 16.477 14.839 11.211
N 15.476 11.372 8.872
H 15.198 12.265 6.287
H 15.055 14.006 6.761
H 13.883 12.883 7.361
H 16.883 12.584 8.069
H 14.382 13.805 9.537
H 15.758 14.782 8.832
H 16.812 15.660 10.646
H 17.366 14.744 11.925
H 15.542 15.011 11.743
H 15.288 10.766 8.094
H 14.553 11.438 9.280
```

Results
Highest occupied orbital energy   -0.33318 Ha
Energy above the lowest of the compared OMol25 structures with the same formula, charge and spin   74.4 kJ/mol
2S+1   1
Kohn-Sham gap   9.55 eV
Net charge   0

- net charge of number 5 (C51H31Cl4InN6OSe)?
  0

- Look up the 2S+1 of the second one.
  1